{
  "formula": "C12H22N3O3",
  "method": "ωB97M-V with the def2-TZVPD basis set",
  "elements": ["C", "C", "C", "C", "O", "C", "C", "C", "N", "C", "N", "N", "H", "H", "H", "H", "H", "H", "H", "H", "H", "H", "H", "H", "H", "H", "O", "C", "O", "C", "C", "C", "H", "H", "H", "H", "H", "H", "H", "H"],
  "positions_angstrom": [[1.714, 4.313, -0.479], [0.988, 3.170, 0.413], [0.532, 1.988, -0.601], [0.121, 0.638, 0.159], [0.957, -0.513, -0.140], [2.300, -0.288, 0.311], [2.443, -0.189, 1.847], [3.957, 0.009, 2.242], [4.409, 0.135, 3.632], [4.852, 0.042, 0.996], [4.494, -0.036, -0.365], [3.227, -0.200, -0.721], [2.730, 3.905, -0.806], [1.850, 5.292, 0.104], [1.130, 4.542, -1.444], [1.672, 2.791, 1.252], [0.031, 3.661, 0.823], [-0.417, 2.389, -1.119], [1.296, 1.828, -1.450], [-0.938, 0.372, -0.203], [0.021, 0.879, 1.274], [1.609, -0.276, 2.611], [4.029, -0.641, 4.200], [3.956, 1.010, 3.969], [5.979, 0.147, 1.202], [5.220, 0.003, -1.104], [-2.597, -0.359, -2.066], [-3.240, -1.359, -1.835], [-4.510, -1.255, -1.409], [-5.413, -2.364, -1.275], [-5.227, -3.060, 0.057], [-2.609, -2.718, -1.931], [-5.322, -3.047, -2.124], [-6.420, -1.946, -1.324], [-4.223, -3.479, 0.158], [-5.951, -3.869, 0.174], [-5.358, -2.351, 0.880], [-2.050, -2.919, -1.016], [-1.923, -2.720, -2.781], [-3.318, -3.523, -2.110]],
  "atomic_forces_ev_per_a": [[0.1, -0.4, 0.3], [-0.3, 0.6, -1.6], [-0.4, 0.6, 0.3], [-2.0, 1.6, -0.6], [3.1, 1.1, 1.1], [-1.9, -0.1, 0.5], [5.5, 0.4, -2.3], [-3.8, -0.9, -3.6], [-0.9, 0.4, -1.9], [0.9, 0.2, 1.2], [-0.7, -0.1, 4.8], [-1.6, -0.1, 2.4], [-1.2, 0.7, 0.4], [-0.1, -1.5, -0.9], [0.7, -0.4, 1.6], [-1.0, 0.6, -1.1], [1.5, -1.0, -0.2], [1.5, -0.8, 0.7], [-1.0, 0.0, 1.5], [1.8, 0.0, 0.5], [0.5, -0.6, -1.3], [1.1, 0.1, -1.4], [0.3, 0.5, -0.5], [0.6, -0.8, 0.0], [-1.9, -0.1, -0.5], [-0.8, 0.0, 0.6], [-0.5, -0.3, 0.3], [0.3, 0.3, 0.1], [-0.1, 0.5, -0.2], [-0.1, -0.3, 0.2], [0.2, 0.0, 0.2], [-0.1, -0.4, -0.6], [0.1, 0.1, 0.1], [0.2, 0.2, -0.1], [-0.1, -0.1, -0.1], [0.0, 0.1, 0.0], [-0.1, -0.1, -0.1], [0.0, 0.0, 0.0], [0.1, 0.1, 0.2], [0.0, 0.0, 0.2]],
  "nbo_charge": [-0.62, -0.41, -0.46, -0.10, -0.49, 0.48, -0.16, 0.19, -0.83, 0.04, -0.24, -0.17, 0.20, 0.23, 0.22, 0.18, 0.22, 0.25, 0.23, 0.26, 0.17, 0.29, 0.40, 0.40, 0.27, 0.46, -0.60, 0.81, -0.50, -0.07, -0.64, -0.75, 0.18, 0.21, 0.20, 0.23, 0.22, 0.24, 0.25, 0.22],
  "e_tot_ha": -860.024711,
  "molar_mass_g_mol": 256.326,
  "spin_multiplicity": 1,
  "e_above_lowest_kcal_mol": 0.0,
  "charge": 1
}